(1)
A cluster of 2 separate species, C3H6O2 in total. Source: OMol25; level of theory: ωB97M-V/def2-TZVPD.

Each line ends with the natural charge from an NBO analysis.
Atoms and positions in Å:
C -0.9430 -1.2533 0.3551  -0.14
C -0.3958 -0.0858 -0.1982  0.19
C 0.2753 1.0990 0.2958  -0.14
O -1.8065 -0.2162 -0.1453  -0.49
O 1.6426 0.9307 0.1676  -0.69
H -0.9422 -2.1186 -0.2355  0.20
H -1.0823 -1.3249 1.4423  0.20
H -0.0162 -0.0963 -1.7687  0.04
H -0.0225 1.3018 1.3040  0.19
H 0.0519 1.9217 -0.3941  0.18
H 1.5543 0.5160 -0.7818  0.46

Calculated values
Orbital gap   10.95 eV
Net charge   0
Lowest unoccupied orbital energy   0.67 eV
Highest occupied orbital energy   -10.28 eV



(2)
A cluster of 9 separate species, C36H54O18 in total. Source: OMol25; level of theory: ωB97M-V/def2-TZVPD.

Each line ends with the Löwdin charge.
Atoms and positions in Å:
O -0.1758 6.3092 -1.1636  0.13
C 0.8791 5.7886 -0.9740  -0.49
O 1.8667 5.7683 -1.8952  0.02
C 3.0945 5.2533 -1.3579  -0.14
C 2.7505 4.5798 -0.0156  -0.14
C 1.2810 4.9542 0.2349  -0.06
H 3.7753 6.0858 -1.1732  0.12
H 3.4710 4.5844 -2.1256  0.12
H 3.3869 4.8736 0.8148  0.11
H 2.8222 3.4979 -0.1284  0.09
H 1.1581 5.5704 1.1233  0.13
H 0.6072 4.1019 0.2703  0.12
O 4.9153 -0.0629 1.7293  0.09
C 4.4277 0.5655 2.6211  -0.47
O 5.1803 1.3635 3.4158  -0.05
C 4.3390 2.0762 4.3610  -0.11
C 2.9251 1.9340 3.8137  -0.13
C 2.9797 0.5996 3.0912  -0.03
H 4.7142 3.0907 4.4295  0.13
H 4.4075 1.5101 5.2919  0.13
H 2.6809 2.7197 3.0946  0.12
H 2.2326 2.0296 4.6496  0.12
H 2.2444 0.4650 2.3094  0.08
H 2.8962 -0.2554 3.7710  0.14
O 3.4894 1.1065 0.1484  0.12
C 4.6378 1.4133 0.0810  -0.46
O 5.3386 1.4372 -1.0772  0.02
C 6.6191 2.0924 -0.8796  -0.14
C 6.5557 2.6944 0.5063  -0.12
C 5.5641 1.7860 1.2221  -0.13
H 6.7818 2.8188 -1.6772  0.12
H 7.3800 1.3248 -1.0438  0.12
H 6.2133 3.7293 0.4919  0.11
H 7.5304 2.7019 0.9990  0.12
H 5.0554 2.2718 2.0488  0.12
H 6.0022 0.8503 1.5798  0.11
O -3.0148 1.3402 1.4357  0.12
C -1.9678 0.8852 1.0663  -0.48
O -0.8008 1.3918 1.5357  0.00
C 0.3412 0.7612 0.8968  -0.13
C -0.2300 -0.0201 -0.2828  -0.14
C -1.6695 -0.2576 0.1138  -0.07
H 0.7282 0.0854 1.6624  0.09
H 1.0260 1.5605 0.6447  0.11
H 0.3355 -0.9030 -0.5812  0.11
H -0.1028 0.5866 -1.1898  0.12
H -1.7085 -1.0637 0.8628  0.11
H -2.4783 -0.3588 -0.5987  0.11
O -2.7575 -3.5983 -2.8490  0.12
C -2.9019 -2.4744 -3.2276  -0.48
O -4.1172 -2.0435 -3.6464  0.01
C -4.1439 -0.6235 -3.8501  -0.13
C -2.6964 -0.1384 -3.7456  -0.13
C -1.8628 -1.3948 -3.4165  -0.05
H -4.7514 -0.2356 -3.0275  0.11
H -4.6293 -0.3174 -4.7737  0.12
H -2.5687 0.6734 -3.0296  0.11
H -2.3060 0.3019 -4.6660  0.11
H -1.3479 -1.2305 -2.4712  0.10
H -1.1476 -1.6569 -4.1882  0.13
O -0.9992 -0.2851 3.6367  0.14
C -0.9444 -1.4762 3.5365  -0.47
O 0.2531 -2.1049 3.5197  0.01
C 0.1208 -3.4968 3.2597  -0.15
C -1.3856 -3.8348 3.4433  -0.12
C -2.0396 -2.4672 3.2078  -0.06
H 0.7960 -4.0511 3.9067  0.12
H 0.3697 -3.6980 2.2139  0.12
H -1.5703 -4.1414 4.4718  0.11
H -1.5681 -4.6188 2.7143  0.10
H -2.9432 -2.3280 3.7996  0.14
H -2.4121 -2.3530 2.1895  0.08
O -7.6283 -0.6735 2.4876  0.12
C -7.2621 -0.2110 1.4520  -0.48
O -7.6104 -0.8106 0.2663  -0.02
C -7.3523 0.0597 -0.8567  -0.14
C -6.8716 1.3861 -0.2631  -0.14
C -6.3843 0.9792 1.1356  -0.07
H -8.2431 0.0891 -1.4746  0.12
H -6.4980 -0.3979 -1.3665  0.10
H -7.5880 2.2067 -0.2522  0.11
H -6.0147 1.7821 -0.8139  0.11
H -6.5806 1.7755 1.8474  0.13
H -5.3444 0.6577 1.1121  0.10
O -4.3889 -1.7505 0.6020  0.12
C -4.4941 -2.9110 0.3008  -0.46
O -3.6535 -3.8197 0.8085  0.00
C -3.8701 -5.1435 0.2747  -0.12
C -5.2463 -5.0770 -0.4129  -0.12
C -5.4199 -3.5674 -0.7025  -0.05
H -3.8973 -5.7806 1.1573  0.12
H -3.0538 -5.4041 -0.3899  0.12
H -6.0915 -5.5448 0.0739  0.11
H -5.1027 -5.5125 -1.4059  0.11
H -6.4323 -3.2492 -0.4526  0.12
H -5.1275 -3.2882 -1.7090  0.10
O 2.4314 -0.4674 -2.5313  0.12
C 3.4431 -0.9350 -2.9536  -0.48
O 4.3697 -1.4613 -2.1078  0.02
C 5.6230 -1.6861 -2.7537  -0.15
C 5.5295 -0.9726 -4.0999  -0.16
C 4.0242 -0.8921 -4.3412  -0.07
H 5.8608 -2.7439 -2.8760  0.12
H 6.3643 -1.2502 -2.0855  0.12
H 6.0564 -1.4821 -4.9108  0.11
H 6.0477 -0.0089 -4.1128  0.11
H 3.7522 -1.8492 -4.8055  0.13
H 3.7208 -0.0897 -5.0014  0.12

Calculated values
Orbital gap   9.67 eV
Net charge   0
Structure (SMILES)   O=C1CCCO1.O=C1CCCO1.O=C1CCCO1.O=C1CCCO1.O=C1CCCO1.O=C1CCCO1.O=C1CCCO1.O=C1CCCO1.O=C1CCCO1
Lowest unoccupied orbital energy   0.47 eV
Highest occupied orbital energy   -9.20 eV



(3)
A structure of composition C23H22N5O2V. Source: OMol25; level of theory: ωB97M-V/def2-TZVPD.

Each line ends with the natural charge from an NBO analysis.
Atoms and positions in Å:
V -0.0777 0.2816 -0.7784  1.52
C 5.1294 -2.1658 -0.9678  -0.15
C 3.8690 -2.5300 -1.4136  -0.18
C 2.8359 -1.6027 -1.3975  -0.24
C 3.0896 -0.3176 -0.9506  0.13
C 4.3500 0.0658 -0.5076  -0.22
C 5.3669 -0.8693 -0.5142  -0.18
N 1.9912 0.6348 -0.9686  -0.25
N 2.3516 1.8189 -1.0127  -0.08
C 1.2900 2.7771 -1.0096  0.27
C 1.6088 4.1008 -1.1410  -0.18
C 0.5584 5.0191 -1.1723  -0.10
C -0.7402 4.5624 -1.0757  -0.21
C -0.9741 3.1983 -0.9499  0.11
N 0.0331 2.3226 -0.9148  -0.52
H 5.9350 -2.8883 -0.9736  0.24
H 3.6886 -3.5301 -1.7838  0.24
H 1.8652 -1.8732 -1.7836  0.22
H 4.5340 1.0699 -0.1534  0.25
H 6.3513 -0.5869 -0.1663  0.24
H 2.6462 4.3936 -1.2210  0.27
H 0.7644 6.0759 -1.2773  0.26
H -1.5806 5.2414 -1.1025  0.26
H -1.9714 2.7905 -0.8776  0.24
O -1.8408 0.3169 -0.7779  -0.68
C -2.8734 0.3551 0.1432  0.36
C -4.1640 0.4127 -0.3369  -0.26
C -5.2127 0.4442 0.5700  -0.15
C -4.9613 0.4172 1.9374  -0.20
C -3.6584 0.3634 2.3991  -0.15
C -2.5876 0.3343 1.5035  -0.20
C -1.1970 0.2889 1.9787  0.41
N -0.0879 0.2472 1.2402  -0.55
C 0.9924 0.2234 2.1209  -0.09
C 0.5265 0.2459 3.3854  -0.04
N -0.8481 0.2888 3.2748  -0.48
H -4.3341 0.4256 -1.4050  0.25
H -6.2307 0.4875 0.2056  0.24
H -5.7826 0.4394 2.6397  0.25
H -3.4912 0.3430 3.4689  0.21
H 2.0110 0.1757 1.7765  0.24
H 1.0312 0.2350 4.3354  0.26
H -1.4903 0.3255 4.0485  0.44
C -0.8263 -3.4273 0.4784  -0.73
C -0.6730 -2.9374 -0.9223  0.72
C -0.9937 -3.7807 -2.1065  -0.73
O -0.3038 -1.7742 -1.1113  -0.66
H -0.9816 -4.5001 0.5415  0.26
H -1.6936 -2.9194 0.9129  0.27
H 0.0484 -3.1323 1.0593  0.26
H -1.0447 -4.8397 -1.8704  0.25
H -0.2738 -3.5890 -2.9010  0.26
H -1.9735 -3.4584 -2.4751  0.28

Calculated values
⟨S²⟩   2.0240
Orbital gap (spin up / spin down)   7.10 / 6.80 eV
Multiplicity   3
Net charge   +2
Lowest unoccupied orbital energy (spin up / spin down)   -7.23 / -7.54 eV
Highest occupied orbital energy (spin up / spin down)   -14.33 / -14.34 eV



(4)
The molecule CH2N2OS. Source: OMol25; level of theory: ωB97M-V/def2-TZVPD.

Each line ends with the natural charge from an NBO analysis.
Atoms and positions in Å:
C -0.5213 -0.3573 0.5757  -0.48
N -0.3752 -0.0053 -0.9094  -0.09
N 0.5421 0.5347 -1.3376  0.41
O 1.6391 0.9716 -1.0611  -0.25
S 0.9658 0.0143 1.4108  -0.04
H -1.4171 0.1656 0.8228  0.22
H -0.8335 -1.3236 0.4987  0.22

Calculated values
Orbital gap (spin up / spin down)   6.81 / 6.84 eV
Net charge   0
Lowest unoccupied orbital energy (spin up / spin down)   -2.18 / -2.16 eV
Highest occupied orbital energy (spin up / spin down)   -8.99 / -9.00 eV



Energy, respectively: -7299.002, -75060.099, -61429.254, -16927.405 eV.